Molecular formula: C65H51GeOP2PtS2
Method: DFT, wB97M-V/def2-TZVPD

Last column: Löwdin charge in e.
Atoms and positions in Å:
Pt  -0.192  -0.060  0.168  0.278
O  -2.004  2.507  -0.846  -0.450
S  -1.458  2.043  0.462  0.771
C  -0.818  3.516  1.202  -0.282
C  -1.687  4.416  1.769  -0.053
C  -1.277  5.683  2.223  -0.001
C  0.025  6.034  2.037  -0.147
C  0.768  7.297  2.404  -0.097
C  2.168  7.133  1.758  -0.096
C  2.165  5.733  1.195  -0.151
C  3.124  5.022  0.542  0.004
C  2.803  3.724  0.108  -0.076
C  1.576  3.109  0.278  -0.247
P  1.593  1.334  -0.292  0.902
C  2.259  1.495  -1.987  -0.368
C  2.856  0.386  -2.579  -0.116
C  3.263  0.426  -3.902  -0.061
C  3.065  1.574  -4.658  -0.081
C  2.455  2.677  -4.082  -0.091
C  2.049  2.638  -2.754  -0.096
C  3.043  0.841  0.743  -0.355
C  4.352  0.743  0.281  -0.094
C  5.392  0.492  1.164  -0.076
C  5.141  0.363  2.523  -0.083
C  3.839  0.462  2.990  -0.076
C  2.797  0.682  2.105  -0.107
C  0.545  3.848  0.944  -0.112
C  0.902  5.143  1.383  -0.077
C  -2.849  1.570  1.449  -0.358
C  -2.958  1.850  2.786  -0.084
C  -4.111  1.524  3.531  -0.004
C  -5.153  0.937  2.880  -0.146
C  -6.522  0.516  3.359  -0.097
C  -7.202  -0.123  2.117  -0.097
C  -6.143  -0.088  1.039  -0.151
C  -6.114  -0.596  -0.223  -0.001
C  -4.904  -0.518  -0.946  -0.074
C  -3.767  0.126  -0.502  -0.247
P  -2.182  -0.236  -1.400  1.007
C  -2.260  0.577  -3.036  -0.356
C  -1.103  1.190  -3.502  -0.090
C  -1.071  1.782  -4.756  -0.064
C  -2.206  1.775  -5.554  -0.083
C  -3.368  1.171  -5.095  -0.078
C  -3.393  0.568  -3.846  -0.086
C  -2.526  -1.989  -1.839  -0.376
C  -2.772  -2.890  -0.802  -0.108
C  -2.990  -4.231  -1.071  -0.071
C  -2.950  -4.696  -2.379  -0.076
C  -2.693  -3.811  -3.415  -0.080
C  -2.481  -2.465  -3.147  -0.105
C  -3.833  0.784  0.774  -0.137
C  -5.001  0.574  1.525  -0.081
H  -2.730  4.147  1.858  0.115
H  -1.993  6.352  2.685  0.119
H  0.839  7.385  3.489  0.121
H  0.250  8.186  2.045  0.119
H  2.975  7.277  2.477  0.119
H  2.321  7.859  0.958  0.121
H  4.114  5.422  0.358  0.120
H  3.589  3.170  -0.388  0.104
H  3.002  -0.512  -1.997  0.072
H  3.731  -0.446  -4.344  0.109
H  3.379  1.606  -5.694  0.104
H  2.290  3.574  -4.667  0.107
H  1.561  3.500  -2.314  0.112
H  4.577  0.862  -0.771  0.100
H  6.402  0.395  0.786  0.106
H  5.953  0.166  3.212  0.106
H  3.627  0.336  4.044  0.109
H  1.775  0.714  2.471  0.084
H  -2.147  2.362  3.286  0.115
H  -4.155  1.768  4.585  0.118
H  -7.087  1.369  3.737  0.117
H  -6.440  -0.200  4.179  0.119
H  -8.086  0.438  1.810  0.118
H  -7.527  -1.145  2.314  0.117
H  -6.959  -1.123  -0.650  0.116
H  -4.856  -1.075  -1.871  0.096
H  -0.225  1.198  -2.870  0.063
H  -0.159  2.247  -5.107  0.091
H  -2.187  2.240  -6.531  0.101
H  -4.257  1.164  -5.714  0.103
H  -4.304  0.096  -3.510  0.094
H  -2.771  -2.539  0.225  0.090
H  -3.162  -4.920  -0.255  0.104
H  -3.105  -5.748  -2.586  0.103
H  -2.647  -4.165  -4.437  0.103
H  -2.266  -1.788  -3.964  0.104
C  0.828  -2.356  -2.199  -0.236
Ge  0.854  -2.255  -0.218  0.742
C  0.163  -4.054  0.270  -0.298
C  0.579  -5.073  -0.588  -0.114
C  0.202  -6.393  -0.382  -0.091
C  -0.592  -6.727  0.705  -0.104
C  -0.998  -5.730  1.580  -0.100
C  -0.626  -4.408  1.363  -0.155
C  2.769  -2.487  0.293  -0.226
C  3.707  -2.644  -0.698  -0.127
C  5.068  -2.905  -0.415  -0.078
C  5.490  -3.020  0.872  -0.047
C  4.565  -2.901  1.937  -0.178
C  4.980  -3.038  3.285  -0.050
C  4.082  -2.953  4.307  -0.088
C  2.716  -2.731  4.028  -0.074
C  2.293  -2.582  2.738  -0.060
C  3.199  -2.646  1.650  -0.170
H  1.659  -2.915  -2.631  0.014
H  0.810  -1.358  -2.639  -0.003
H  -0.087  -2.875  -2.476  0.001
H  1.207  -4.838  -1.441  0.091
H  0.535  -7.163  -1.069  0.098
H  -0.885  -7.756  0.873  0.096
H  -1.610  -5.980  2.440  0.100
H  -0.956  -3.640  2.049  0.008
H  3.416  -2.582  -1.739  0.070
H  5.772  -3.017  -1.232  0.101
H  6.532  -3.217  1.102  0.111
H  6.030  -3.223  3.486  0.110
H  4.412  -3.067  5.333  0.099
H  2.001  -2.679  4.839  0.105
H  1.244  -2.406  2.535  0.005
S  -0.871  -1.117  2.070  0.110

The spin multiplicity is 2. Its total energy is -6258.15728 Ha. The energy relative to the best compared isomer or geometry (same formula, charge and spin) is 0.0 kJ/mol. The largest force on an atom is 0.683 eV Å⁻¹. The HOMO-LUMO gap (spin up / spin down) is 6.68 / 6.40 eV. The value obtained for the highest occupied orbital energy (spin up / spin down) is -6.83 / -6.88 eV. The expectation value of S² is 0.7567. Its LUMO energy (spin up / spin down) is -0.15 / -0.48 eV. The charge is 0.


Molecular formula: C65H56ClGeN8O5PSTi
Method: DFT, wB97M-V/def2-TZVPD

Last column: Löwdin charge in e.
Atoms and positions in Å:
Ti  0.137  -1.094  -0.760  0.984
O  -0.960  -1.593  -3.936  -0.317
S  0.157  -0.682  -3.918  0.547
O  1.396  -1.122  -4.475  -0.243
O  0.410  -0.296  -2.426  -0.473
C  -0.309  0.800  -4.795  -0.249
C  -0.391  0.508  -6.159  -0.055
C  -0.580  1.519  -7.078  -0.038
C  -0.646  2.836  -6.643  -0.039
C  -0.578  3.114  -5.292  -0.085
C  -0.464  2.107  -4.325  -0.307
P  -0.448  2.609  -2.551  1.125
C  0.946  3.796  -2.595  -0.375
C  0.839  5.150  -2.295  -0.078
C  1.975  5.953  -2.268  -0.066
C  3.222  5.412  -2.537  -0.074
C  3.336  4.060  -2.839  -0.073
C  2.208  3.257  -2.861  -0.121
C  -1.923  3.667  -2.305  -0.378
C  -2.044  4.175  -1.007  -0.142
C  -3.112  4.979  -0.647  -0.079
C  -4.107  5.261  -1.575  -0.071
C  -4.019  4.736  -2.854  -0.066
C  -2.933  3.947  -3.220  -0.095
H  -0.270  -0.512  -6.499  0.122
H  -0.636  1.284  -8.132  0.120
H  -0.746  3.644  -7.356  0.119
H  -0.610  4.145  -4.963  0.116
H  -0.129  5.592  -2.097  0.101
H  1.878  7.007  -2.045  0.112
H  4.102  6.041  -2.521  0.110
H  4.306  3.635  -3.066  0.104
H  2.306  2.203  -3.109  0.103
H  -1.279  3.947  -0.271  0.099
H  -3.172  5.384  0.355  0.110
H  -4.947  5.886  -1.301  0.111
H  -4.796  4.941  -3.579  0.113
H  -2.897  3.545  -4.220  0.095
C  -0.532  3.588  12.196  -0.056
O  -0.435  4.313  10.975  -0.058
C  -0.325  3.623  9.829  -0.273
C  -0.384  2.233  9.736  -0.002
C  -0.264  1.629  8.496  -0.024
C  -0.091  2.383  7.340  -0.167
C  -0.028  3.778  7.448  -0.011
C  -0.144  4.390  8.672  0.022
C  0.033  1.770  6.025  -0.238
N  0.443  2.381  4.932  0.197
C  0.382  1.443  3.948  -0.168
C  -0.072  0.230  4.438  -0.119
N  -0.290  0.458  5.774  0.191
C  -0.202  -0.936  3.634  -0.052
C  -0.552  -2.230  4.069  0.050
C  -0.565  -3.257  3.166  0.001
C  -0.295  -2.994  1.818  -0.121
N  -0.008  -1.787  1.361  0.014
C  0.091  -0.778  2.271  -0.165
C  0.575  0.466  1.758  -0.179
N  0.879  0.471  0.434  0.022
C  1.472  1.540  -0.081  -0.105
C  1.717  2.691  0.680  0.009
C  1.337  2.726  1.997  0.063
C  0.757  1.578  2.576  -0.057
H  -0.519  4.333  12.985  0.099
H  0.318  2.913  12.318  0.098
H  -1.466  3.024  12.243  0.099
H  -0.518  1.622  10.616  0.108
H  -0.290  0.546  8.457  0.108
H  0.113  4.368  6.553  0.115
H  -0.102  5.466  8.769  0.128
H  -0.651  -0.188  6.453  0.155
H  -0.787  -2.416  5.109  0.129
H  -0.812  -4.266  3.463  0.126
H  -0.326  -3.793  1.094  0.076
H  1.779  1.470  -1.111  0.060
H  2.194  3.537  0.203  0.119
H  1.496  3.601  2.614  0.135
C  4.562  -1.385  -3.781  -0.017
N  5.195  -0.490  -2.823  -0.170
C  6.552  -0.033  -3.097  -0.035
C  4.532  -0.045  -1.754  -0.306
O  3.369  -0.328  -1.467  -0.037
H  4.619  -0.958  -4.783  0.105
H  3.519  -1.520  -3.514  0.054
H  5.070  -2.352  -3.784  0.094
H  7.050  -0.770  -3.723  0.094
H  7.120  0.066  -2.173  0.090
H  6.556  0.922  -3.624  0.094
H  5.139  0.618  -1.117  0.147
N  3.546  -3.421  -0.355  0.177
C  2.541  -2.614  -0.022  -0.152
N  1.566  -2.626  -0.919  0.010
C  2.008  -3.479  -1.950  -0.206
C  1.423  -3.850  -3.157  -0.023
C  2.122  -4.736  -3.949  -0.037
C  3.368  -5.254  -3.565  -0.054
C  3.959  -4.894  -2.372  -0.006
C  3.251  -3.993  -1.587  -0.181
H  4.381  -3.563  0.190  0.178
H  2.549  -2.021  0.878  0.144
H  0.460  -3.478  -3.466  0.087
H  1.693  -5.044  -4.893  0.121
H  3.873  -5.953  -4.218  0.115
H  4.919  -5.288  -2.068  0.120
Cl  -4.652  0.770  -3.211  0.767
C  -3.774  0.807  -1.734  -0.634
C  -4.274  1.435  -0.606  -0.048
C  -3.522  1.356  0.553  -0.027
C  -2.336  0.646  0.552  -0.113
N  -1.842  0.053  -0.544  -0.027
C  -2.554  0.161  -1.677  -0.237
H  -5.219  1.958  -0.639  0.129
H  -3.861  1.819  1.468  0.126
H  -1.785  0.538  1.471  0.106
H  -2.176  -0.326  -2.563  0.055
Ge  -1.845  -2.945  -1.118  1.006
C  -2.955  -3.298  0.474  -0.344
C  -3.848  -2.330  0.932  -0.113
C  -4.674  -2.571  2.021  -0.071
C  -4.636  -3.801  2.663  -0.074
C  -3.782  -4.791  2.196  -0.076
C  -2.951  -4.539  1.113  -0.125
C  -1.269  -4.682  -1.805  -0.368
C  -1.847  -5.101  -3.002  -0.114
C  -1.536  -6.341  -3.547  -0.063
C  -0.641  -7.180  -2.900  -0.068
C  -0.056  -6.777  -1.707  -0.073
C  -0.365  -5.536  -1.171  -0.147
H  -2.864  -2.402  -2.129  0.011
H  -3.931  -1.380  0.418  0.074
H  -5.367  -1.807  2.354  0.107
H  -5.290  -3.998  3.502  0.109
H  -3.776  -5.767  2.664  0.111
H  -2.310  -5.336  0.749  0.097
H  -2.541  -4.453  -3.525  0.099
H  -1.995  -6.650  -4.477  0.111
H  -0.401  -8.147  -3.322  0.111
H  0.645  -7.426  -1.199  0.110
H  0.138  -5.238  -0.257  0.086

The spin multiplicity is 1. Its total energy is -7450.65940 Ha. The energy relative to the best compared isomer or geometry (same formula, charge and spin) is 65.6 kJ/mol. The largest force on an atom is 0.590 eV Å⁻¹. The HOMO-LUMO gap (spin up / spin down) is 5.73 / 5.72 eV. The value obtained for the highest occupied orbital energy (spin up / spin down) is -11.69 / -11.69 eV. Its LUMO energy (spin up / spin down) is -5.96 / -5.97 eV. The charge is +2.